ORCA calculation (wB97M-V/def2-TZVPD) on 11 unconnected molecules or ions with the total composition C18H58O11 in a non-equilibrium geometry.

**SMILES string**: CC(C)O.CC(C)O.CC(C)O.CC(C)O.CC(C)O.CO.CO.CO.O.O.O
**Lowest unoccupied orbital energy**: 0.2 eV
**Total charge**: 0
**Kohn-Sham gap**: 10.2 eV
**Strongest force on any atom**: 0.05519 hartree/bohr

Structure (XYZ):
```
87
Properties=species:S:1:pos:R:3:forces:R:3
H 7.3379 -5.4619 0.2986 -1.2453 -0.6536 0.0897
H -0.3659 -2.6501 9.6028 0.0376 0.3632 -0.1292
C -6.0008 -5.4578 -4.5389 -0.4914 -0.0529 0.1174
C -2.7591 4.3209 5.2748 1.9852 -1.8525 -0.8247
O 0.9977 0.0996 -0.0472 -0.3243 -1.5655 0.7135
O 6.8933 -5.0707 -1.7571 0.8406 -0.4660 -0.0859
O -1.7136 3.5022 5.8595 -0.2379 -0.8421 1.0116
H -5.3426 -6.4264 -2.0636 -0.1559 -0.3159 -0.2880
H 3.0334 6.7639 0.8483 0.1967 -0.1135 0.1470
H 5.9878 -5.3847 -1.8117 -0.0105 -0.0611 0.0043
C 4.3163 5.0475 0.4006 1.1365 0.1104 0.0623
O 3.8000 4.2102 1.4001 0.2800 -0.4916 1.2270
C 3.2732 6.0396 0.0699 -0.5919 0.4091 -1.1873
H 0.7828 -1.0612 8.1133 0.0314 0.1289 0.1270
H 0.5057 5.5383 -8.2679 -0.1135 -0.0413 0.3236
C 5.6551 5.6929 0.8693 -0.6605 -1.4446 -0.0252
C 0.5703 3.8917 -6.1139 -0.2930 0.0074 0.1209
H 0.8203 4.8880 -5.7492 0.1490 0.0796 -0.1887
O -0.6958 -1.9289 6.9626 -0.6299 0.1816 0.2703
H 6.2774 -4.0137 -0.2381 0.5763 0.2594 1.2905
O 2.5619 -5.7454 -3.5764 0.2164 -0.0500 0.1734
C 0.5954 4.4923 -8.5612 0.5754 -0.1667 0.8597
H -0.1906 -3.9544 8.4961 -0.0824 0.0723 -0.4830
H 0.9289 -2.0240 0.1781 0.6092 0.3399 -0.8015
H -1.1609 -7.2799 4.4188 -0.0647 -0.2142 0.0994
H -6.2311 -4.3989 -4.6557 0.4418 0.1386 -0.0499
H 1.1891 4.5387 -9.4741 -0.1655 -0.4950 -0.1941
H -3.5092 4.5454 6.0331 0.0999 0.6208 -0.1215
H -3.7251 -5.8199 -2.0035 0.2483 -0.1806 -0.1942
O -5.0112 0.6055 -0.8457 -0.6637 -1.5550 2.1290
O -4.2602 -7.1129 -4.3771 0.0691 -0.2808 0.2069
H 3.5879 6.5623 -0.8334 -0.2273 0.3084 -0.0727
H 0.8429 3.2003 -5.3165 0.2272 -0.1997 -0.2084
H 6.3409 4.8849 1.1240 0.2047 -0.0816 -0.2366
H -6.2280 2.0760 -1.6122 0.0622 -0.3069 0.0334
H 4.1496 4.5849 2.2119 -0.3017 -0.3142 0.4988
H -5.0491 -4.7491 -2.0784 -0.1318 0.3563 -0.6287
H -6.2561 -5.9644 -5.4696 0.3815 0.0474 -0.1311
C -4.5986 -5.8042 -3.9858 -1.2891 1.0626 -1.2628
H -0.3937 4.0507 -8.6824 -0.0212 0.2734 -0.4959
C -4.6818 -5.6815 -2.5071 0.8463 0.1565 1.9476
H -3.8821 2.4815 4.5462 -0.1165 0.3706 0.3467
H -4.4794 2.4431 -1.4948 -0.1700 0.5512 0.3044
H 1.4554 -3.0651 5.8375 -0.7724 -0.0942 0.3285
O 0.9940 2.2482 -7.7926 0.4057 -0.1836 -0.0786
H 1.5965 0.7713 0.2871 0.0386 -0.1776 0.2737
C 1.6122 -2.3503 6.6454 1.5740 0.3734 0.3519
C -1.8780 5.4638 4.7085 -1.6390 0.6961 -0.2210
H 2.1953 -4.8849 -3.7797 -0.0915 0.2573 -0.0428
H 0.2976 -1.3090 1.4949 -0.4926 1.1813 0.2117
H -1.6757 3.6145 6.8122 -0.0755 0.0677 0.0379
H -4.9483 1.3487 -2.6906 -0.7113 0.2205 -0.5395
C -5.2204 1.6665 -1.6841 1.5055 0.6342 -1.5288
C -3.3571 3.3672 4.1885 0.8679 1.3315 0.1108
H -3.8700 -5.1494 -4.4638 0.1846 0.0157 0.3077
H 2.0462 -6.3564 -4.1026 -0.1160 -0.1863 -0.1141
H 2.2944 3.8039 -7.3075 0.2981 -0.1314 -0.3730
C 1.2354 3.5958 -7.4597 -0.9057 1.4576 0.6369
H 1.1888 -3.4108 9.3407 0.3464 0.4745 -0.1889
H 2.0003 -1.2076 1.3444 0.2558 0.1665 -0.3866
H -4.3131 -0.0067 -1.0895 -0.0152 0.4538 -0.3971
H 1.4088 2.1627 -8.6541 -0.0630 -0.5386 -0.2022
H -1.6810 6.2041 5.4839 -0.2859 0.1872 -0.0172
H 1.9357 -1.4159 6.1868 -0.2983 0.1822 -0.3624
H 8.1330 -4.2364 -0.2958 -0.2583 1.0912 -0.8431
H -3.9593 3.9615 3.5012 -0.2205 -0.2598 -0.0887
C 7.1363 -4.6616 -0.4133 0.0712 -0.1748 -0.4769
O -0.7648 -6.5290 3.9767 0.1970 -0.0024 -0.1319
H -0.8831 5.1964 4.3526 -0.3384 -0.8299 0.0294
H -1.3626 -5.8029 4.1547 -0.1262 0.2327 0.0435
H -0.0612 -0.9009 -5.7188 0.0770 0.1438 -0.2450
H 2.3878 5.4478 -0.1623 -0.2591 0.3418 -0.0424
H 2.5485 -2.6570 7.1117 0.0058 -0.2547 0.3973
C 1.0826 -1.1174 0.7633 -0.0876 0.0691 -0.0232
H 4.4369 4.3460 -0.4249 0.4182 0.3868 -0.4403
H -4.9824 -7.6180 -3.9964 0.0598 -0.7064 -0.1096
H -0.6321 -1.1781 6.3677 -0.0730 0.0722 -0.1220
H -6.7388 -5.7892 -3.8084 -0.1562 -0.2362 0.0836
C 0.2988 -3.0403 8.8321 -0.0829 -0.1487 -0.4916
H -2.4092 5.9090 3.8672 0.0675 0.5473 0.0190
H -2.4731 3.0086 3.6611 -0.0974 -0.0533 -0.2830
H -0.2027 -0.8344 -4.2130 0.0503 0.1341 0.2349
C 0.5299 -2.0232 7.6677 -0.0697 -1.3485 0.2848
H -0.5169 3.8617 -6.1862 -0.1002 -0.0910 -0.1797
H 6.1390 6.3437 0.1410 -0.2688 0.1614 0.2037
H 5.4446 6.1510 1.8357 0.0606 0.7051 -0.1418
O -0.3805 -1.3982 -4.9658 -0.1065 -0.2602 0.0210
```
Positions in Å, forces in eV/Å.

ORCA calculation (wB97M-V/def2-TZVPD) on a molecular structure, C19H51NNbO6 in a non-equilibrium geometry.

**Lowest unoccupied orbital energy**: 2.2 eV
**Total charge**: -1
**Kohn-Sham gap**: 6.7 eV
**Strongest force on any atom**: 0.15302 hartree/bohr

Structure (XYZ):
```
78
Properties=species:S:1:pos:R:3:forces:R:3
H -4.4262 -3.6165 -9.9304 0.0870 0.0223 0.0662
O 1.9288 3.8660 -3.2855 -6.8238 -0.9124 3.8098
C -0.7985 -0.9154 -1.3927 0.5501 -1.0488 0.1369
H -0.1101 1.9834 -3.4490 -0.2909 1.6414 0.3407
N -0.3615 2.9908 -3.2715 1.5556 1.0342 2.0040
C 1.3456 0.6568 -0.6234 0.4024 -1.1012 -0.7867
H -5.4439 -4.3368 -1.7033 0.0467 0.1597 -0.0353
H 3.7068 4.1343 6.3320 0.1617 -0.0047 -0.0380
C 0.4960 -0.7417 -0.4004 1.1843 -0.8980 -0.1145
H 1.9798 0.7643 2.1727 0.1244 0.0592 0.0770
H 2.4729 4.0100 5.0853 0.1957 -0.0050 -0.1175
C -2.5751 0.7136 -1.0093 -0.2059 0.9343 0.3940
H 0.2488 -0.9128 0.7496 0.2477 0.4594 -2.6128
C -3.8385 -3.6747 -9.0091 0.1224 -0.2765 -0.2135
H 5.5131 -0.9544 9.1901 -0.0964 -0.1142 -0.0443
H -3.5451 0.1000 -1.2775 1.9461 0.8600 0.4911
H 6.0813 3.1883 5.8520 -0.1054 0.1029 0.0026
O -3.0480 -4.2519 -2.8506 0.1347 -0.2254 0.0185
H 4.1248 1.7732 6.0082 -0.2026 -0.0784 -0.2450
H -0.5077 4.3744 0.8159 0.6387 -1.5633 -1.6148
H -1.1877 3.1483 -0.4437 2.2077 0.9217 0.7323
H 4.4721 -0.9465 6.3027 -0.1283 0.2687 0.1461
H -5.6494 -3.9662 -3.4100 0.0816 0.1552 -0.0250
C 0.7632 3.7416 -2.5942 5.0336 -0.2423 -2.9967
H -3.9273 -2.4043 -4.5755 -0.2048 -0.0587 0.2198
H 3.6304 -2.9193 7.6132 -0.0510 0.0888 0.0499
H 1.8598 4.4573 -0.7154 -2.2596 -0.1691 -1.0900
H -5.9588 -2.7060 -2.1935 0.0228 -0.0845 -0.0367
H -1.6055 -1.6079 -0.8714 1.5249 1.4033 -1.0514
C -3.8556 -3.1222 -2.5301 -0.2751 -0.0933 -0.6389
H 0.2939 5.4776 -1.1930 1.0860 -2.1180 0.0013
H -6.2785 -2.6069 -6.7924 0.0616 -0.0514 -0.1509
H -2.8283 1.8492 -1.2616 0.6338 -2.4263 0.5510
Nb 0.9906 1.9772 1.1982 -0.3258 0.0228 -2.0034
H -3.1848 -4.5519 -9.0650 -0.1580 0.0842 0.0061
H 2.5393 2.8902 0.8547 0.3875 0.3918 0.2389
H -2.3202 0.6393 0.1543 -0.5058 0.1336 -2.5506
C 3.2852 -1.9020 7.8222 -0.2957 -0.1208 -0.2120
C 4.3465 3.0664 4.5559 0.0023 -0.0944 0.4798
O 3.9405 1.7944 5.0544 0.1564 -0.0146 -0.0247
C -0.1641 3.5667 0.0063 -0.9861 1.5328 -0.1618
H 6.0533 -2.0616 7.9070 -0.0210 0.0969 0.0547
O -1.4146 0.3430 -1.8411 -1.0657 -1.1020 1.6103
H -6.2860 -2.4472 -8.5642 0.0600 0.0375 0.0860
H -0.5488 1.0534 1.5215 -0.5808 -0.0311 0.3931
H -5.3505 -4.6654 -7.8415 0.1785 0.0492 0.1970
H -2.5944 -1.7523 -3.6319 -0.1685 0.0429 0.1625
O 3.8188 0.4359 7.6544 -0.0199 0.2865 0.1385
H 1.0690 1.1302 -1.6570 0.4414 -0.8018 1.8949
H 6.1858 4.2073 4.3977 0.0201 -0.0644 0.0492
O -3.9374 -3.8524 -6.6138 0.0929 -0.1153 0.2018
H -3.5289 -2.7526 -1.5521 0.0993 -0.2016 -0.1468
H -1.2692 3.0658 -2.7620 1.3730 -0.3684 -0.2625
C 5.6375 -1.0694 8.1075 0.3369 0.0751 -0.1192
H 4.1347 3.0800 3.4813 -0.0910 -0.1808 0.1713
H -3.3310 -4.5867 -3.7176 0.0825 0.2170 0.2967
C 3.5459 4.1578 5.2483 -0.3402 0.1687 -0.1019
H -0.4178 -1.4933 -2.3615 -0.8966 1.4141 1.9229
H 3.6762 0.5107 8.6126 0.0582 -0.0513 -0.4384
C -3.6496 -2.0416 -3.5795 0.2746 0.3111 -0.0403
C -5.3126 -3.5499 -2.4540 -0.2188 -0.1106 0.2833
H -5.0545 -1.6214 -7.5816 0.0266 -0.1033 -0.1252
H 3.0774 -1.8166 8.8947 0.1587 -0.0230 -0.0074
H 1.2493 -1.6223 -0.6836 -1.7589 1.5447 0.5446
C -4.7401 -3.7575 -7.7876 0.2773 0.5948 -0.1381
H 3.8238 5.1483 4.8753 -0.0355 -0.0434 0.0521
C 0.7486 4.3827 -1.0857 -1.1512 0.3322 -0.5504
H -3.1849 -2.7969 -8.9551 -0.1708 0.0181 0.0144
H 0.7014 2.8757 2.7527 0.0140 -0.0493 0.6053
H 6.4019 2.4446 4.2911 -0.1162 0.1252 -0.0192
H -3.3919 -3.0503 -6.5577 -0.2010 -0.3320 -0.0671
C -5.6440 -2.5396 -7.6827 -0.3401 0.0203 0.1289
H 6.3649 -0.3139 7.7914 -0.1071 -0.1369 -0.0438
H 2.5207 0.4510 -0.6633 -2.4767 0.1702 0.0428
C 5.8390 3.2441 4.7848 0.2965 -0.0456 -0.2039
H -4.2458 -1.1523 -3.3529 0.0861 -0.0430 -0.0589
C 4.3148 -0.8726 7.3842 -0.0030 -0.2474 0.4790
H 2.3345 -1.7406 7.3026 0.2061 -0.0284 -0.0076
```
Positions in Å, forces in eV/Å.

ORCA calculation (wB97M-V/def2-TZVPD) on 8 unconnected molecules or ions with the total composition C28H38F18O20S2 in a non-equilibrium geometry.

**SMILES string**: CCOC(=O)C(F)(F)F.CCOC(=O)C(F)(F)F.CCOC(=O)C(F)(F)F.CCOC(=O)C(F)(F)F.CCOC(=O)C(F)(F)F.CCOC(=O)C(F)(F)F.O=S1(=O)OCCO1.O=S1(=O)OCCO1
**Lowest unoccupied orbital energy**: 0.0 eV
**Total charge**: 0
**Kohn-Sham gap**: 11.1 eV
**Strongest force on any atom**: 0.11242 hartree/bohr

Structure (XYZ):
```
106
Properties=species:S:1:pos:R:3:forces:R:3
H 11.0755 2.9254 -2.5628 -0.9459 0.0215 0.4631
O 10.6541 6.3552 -1.3415 -2.2579 -1.9300 -0.2181
S 1.2040 -5.4660 5.3698 0.1945 0.6392 -0.5835
O 1.9645 -5.9627 6.5096 -1.4830 0.9328 -1.6597
H -2.9065 -11.6306 1.0242 -0.0998 0.4162 -0.1630
H 4.7805 -0.2235 -4.9369 0.0923 -0.1550 -0.0306
O 3.6923 4.5076 8.3661 3.1150 1.4278 1.7572
F -9.8304 5.3802 -6.1153 -1.0356 0.9348 2.5548
C -5.9766 3.9892 -5.9193 -0.5927 -1.4089 2.2398
O 3.1358 1.5989 -5.7241 -1.4497 0.6696 -0.4187
H 4.5446 -0.2642 -6.6949 0.1949 -0.4112 -0.0087
H -5.7414 3.0621 -6.4420 -0.8611 0.0087 -0.3117
H 2.3964 -2.8260 3.7676 0.3131 0.3120 0.3162
C 2.5386 -3.3697 4.7015 0.5337 -0.2756 0.1488
C -3.6775 -0.2282 -1.3933 0.8933 0.2747 -0.0915
H -4.2517 -1.1543 -1.3673 0.3357 -0.1734 0.4929
H 1.7222 4.7596 8.5158 -0.3831 0.2570 -0.5394
O 3.0899 6.2743 9.7891 3.3011 -2.5286 -2.6672
C 8.2573 6.0643 -1.3565 0.2768 0.3986 1.1817
O -6.8864 -1.9147 5.7092 0.5233 -2.4898 -2.3068
F 6.0269 4.7485 9.9451 0.0123 0.2367 1.3989
O -1.6551 0.9159 -0.6597 2.4434 2.0139 1.4033
H 1.9634 -3.0151 6.8078 0.3395 -0.4633 -0.0804
F -0.3150 3.0456 -1.0986 -1.1479 0.3396 -1.1673
C -7.2530 -5.5777 5.4321 0.0812 -0.4550 0.7451
H -4.6731 -11.7115 1.2725 0.1153 0.4239 0.1663
H -5.3307 -5.7042 4.4514 0.0566 0.2875 -0.3228
F -0.1166 3.3466 1.0063 -0.2125 -0.9214 -0.1424
H 12.2179 3.4692 -4.5855 -0.3414 -0.4619 -0.0435
O 0.2650 -6.3549 4.6672 2.2332 2.5875 1.5822
H 3.5269 -3.3180 5.1583 0.3039 0.0813 -0.7301
O 2.2424 -4.7121 4.3437 -0.2099 -2.2876 -0.0287
O -7.3003 4.5295 -6.0241 -2.7570 0.0864 -2.1815
F 7.6703 6.7499 -2.3655 0.2882 -1.1951 0.4598
H 10.3961 3.5572 -4.9371 0.2943 -0.6075 0.0375
H 2.8796 3.6032 5.9853 0.0205 0.2459 -0.6779
C -0.6878 1.1491 0.2797 0.3974 -2.3761 1.7387
H 1.1709 -1.9978 5.6823 -0.3794 -0.2234 -0.3413
H -2.6773 -0.4231 0.5108 0.2266 0.2442 0.1962
C 1.5730 -3.0051 5.7901 -0.8779 0.4522 0.5768
F -3.1134 -6.9543 -1.6775 -1.4456 0.5276 1.5340
F 5.5901 6.8980 10.2940 0.7955 -0.3681 -0.7652
O -4.2520 -9.7044 -0.4318 -0.3043 1.5844 -1.0942
F 7.5501 5.0278 -0.9065 -0.6254 -0.4727 -1.1380
C 2.4126 4.2297 7.8596 -1.1693 0.9019 0.1654
O -7.7461 3.4910 -8.0126 -0.2808 0.0410 -0.1194
H 3.8540 -1.5810 -5.6446 0.4609 -0.1261 -0.1783
H 2.1115 -0.1741 -6.3430 0.1510 0.7045 -0.4897
C 5.4922 5.8796 9.4669 -1.3814 -2.4304 -1.9250
C 0.0448 2.4432 0.0008 1.5611 2.0116 0.3305
H 2.3427 -0.1052 -4.6845 0.0727 1.0267 0.5362
C 4.0999 -0.5229 -5.7340 0.7366 -0.3488 -0.0498
H -3.9824 4.7385 -5.7003 -0.1497 -0.2920 0.0602
C -2.3488 -0.2526 -0.5145 -3.4389 -2.5667 -0.4646
F 1.3786 2.2864 -0.1495 -0.2759 -0.8611 0.6251
H 11.8456 4.4421 -2.3779 -0.0868 0.3118 -0.0495
O 1.6217 1.8382 -7.4472 1.1725 0.4331 1.5035
F 3.9826 4.1512 -7.0094 -2.0566 -0.7966 0.5306
F -9.4083 5.9004 -8.0859 -0.2849 0.4128 -1.4587
H 11.3655 4.9526 -4.7769 0.0499 0.2319 0.1421
H -3.4939 -0.0758 -2.4569 0.4837 0.0567 -0.0124
O 0.5317 -3.9653 5.6519 -0.9882 -1.7507 0.7883
F -5.3306 -6.6136 -1.3576 1.9842 -0.2363 1.4426
H 1.4245 4.6215 5.9942 0.1398 0.1389 -0.1952
H -5.1294 -11.5146 -1.1453 -0.1375 0.4589 -0.0313
H -5.1751 5.9938 -5.9697 -0.2541 -0.1225 0.2309
O -0.3231 0.4545 1.2430 -1.6687 1.7674 -3.1219
C -3.8624 -11.8803 0.5637 -0.4112 0.2337 0.0807
F -3.9635 -7.2779 0.3940 -0.6267 0.9218 -1.8396
F 6.1277 5.9595 8.2685 -0.1193 1.7322 0.5342
C 2.8281 0.1996 -5.6116 -0.8315 -0.8831 -0.0045
C -9.5090 4.8838 -7.2576 1.8958 -0.1543 0.8839
H -7.6186 -5.8988 6.4075 0.0760 0.0923 0.1285
O -7.8031 -4.2873 5.2159 -0.2045 1.9956 -1.0006
C 11.0063 3.9648 -2.8837 1.8657 -0.0015 -0.0576
F -10.4185 4.0116 -7.6032 -0.5618 -0.4570 -0.8958
H 2.1509 3.1725 7.9050 0.5513 -0.1055 0.7536
H -3.8602 -12.9691 0.5127 0.0199 -0.0268 -0.8542
C 2.4430 4.5248 6.3701 -0.1322 -0.5393 0.2103
C 2.7055 3.7855 -6.5825 0.2005 1.5361 -1.0814
H -3.4303 -11.2561 -1.5160 0.0214 -0.0204 0.0493
C -4.1915 -11.1281 -0.7464 0.5105 -0.4921 0.2572
O -6.4889 -3.0621 3.4078 -0.0938 0.3964 3.0208
H -5.8933 3.7688 -4.8550 -0.4438 -0.3896 0.1396
O 9.7952 4.6081 -2.4899 -1.4633 -1.1892 -0.1625
C -4.9340 4.9531 -6.1866 1.4187 1.7788 -2.0058
C 9.7091 5.6297 -1.6697 3.2493 2.7033 -0.7495
C 3.9650 5.5981 9.1794 -4.4156 0.8928 1.8057
F 8.2928 6.8792 -0.3082 0.2574 0.7559 0.0446
O -5.5799 -4.0475 5.6330 1.7283 2.8710 0.1146
C 11.2554 3.9407 -4.3870 -0.5622 1.4345 0.0891
H 3.0949 5.3510 6.0863 -0.3372 0.1415 0.1412
F 1.7842 4.5013 -7.3455 1.7495 -1.3273 1.2075
O -4.7623 -9.0251 -2.6261 1.4270 1.3139 5.4456
S -6.6682 -3.0872 4.8617 -0.8413 -2.4293 1.0157
C -5.7138 -5.4063 5.4275 -1.2579 -1.2734 -1.7984
C -4.4537 -8.7579 -1.4168 -1.3333 -4.2407 -3.6318
F 2.5700 4.1513 -5.3206 0.0918 0.5696 0.2224
H -5.1568 -6.0590 6.0997 -0.2301 0.7410 0.6991
H -4.3719 0.5691 -1.1283 0.2425 0.0833 0.4335
C 2.4126 2.2757 -6.6336 -0.5872 -0.8903 -1.7319
C -4.2284 -7.3243 -0.9354 0.2802 -0.8579 -1.3554
C -8.1281 4.2228 -7.1524 3.3931 -0.9734 1.0462
H -7.6348 -6.3031 4.7137 0.1830 0.2673 -0.3072
H -4.7798 4.8828 -7.2633 0.5180 0.5352 -0.1826
H -1.7430 -1.1209 -0.7736 0.1621 0.0894 -0.2051
```
Positions in Å, forces in eV/Å.